This record from the OMol25 dataset describes one molecule with the formula C20H30N4O3S. The level of theory is the ωB97M-V functional and the def2-TZVPD basis.

Cartesian coordinates (Å):
1 C -1.900 -3.399 1.938
2 C -2.371 -4.238 0.754
3 C -1.433 -4.196 -0.458
4 C -1.688 -3.022 -1.408
5 N -1.455 -1.696 -0.838
6 C -2.577 -0.978 -0.494
7 O -3.676 -1.497 -0.434
8 C -2.393 0.440 -0.161
9 C -1.352 1.169 0.346
10 C -1.645 2.541 0.499
11 C -2.925 2.842 0.113
12 S -3.778 1.441 -0.424
13 C -3.592 4.173 0.114
14 H -4.653 4.061 -0.092
15 H -3.471 4.664 1.079
16 H -3.160 4.822 -0.649
17 C -0.631 3.543 0.959
18 C 0.135 4.122 -0.233
19 H 0.896 4.821 0.106
20 H 0.621 3.329 -0.798
21 H -0.544 4.644 -0.901
22 H 0.072 3.059 1.641
23 H -1.124 4.353 1.499
24 H -0.405 0.749 0.635
25 C -0.282 -1.013 -1.264
26 C 0.903 -1.164 -0.587
27 N 0.987 -2.016 0.469
28 H 1.730 -1.912 1.137
29 H 0.096 -2.333 0.820
30 N 2.035 -0.499 -0.991
31 C 2.034 0.343 -2.098
32 O 3.032 0.912 -2.476
33 N 0.830 0.479 -2.722
34 C -0.382 -0.144 -2.405
35 O -1.375 0.082 -3.061
36 H 0.819 1.094 -3.528
37 C 3.303 -0.659 -0.296
38 H 3.475 -1.721 -0.102
39 H 4.068 -0.305 -0.992
40 C 3.409 0.166 0.998
41 C 4.794 -0.049 1.603
42 H 4.974 -1.103 1.803
43 H 4.886 0.497 2.539
44 H 5.560 0.308 0.921
45 C 3.165 1.645 0.715
46 H 3.845 2.001 -0.054
47 H 2.147 1.811 0.369
48 H 3.318 2.233 1.617
49 H 2.658 -0.170 1.724
50 H -1.051 -3.126 -2.290
51 H -2.735 -3.052 -1.724
52 H -1.595 -5.099 -1.051
53 H -0.391 -4.208 -0.133
54 H -2.465 -5.275 1.086
55 H -3.358 -3.891 0.448
56 H -1.893 -2.340 1.688
57 H -0.907 -3.709 2.265
58 H -2.582 -3.529 2.775

As for the LUMO energy: 0.5 eV. Its highest occupied orbital energy is -0.3027 Ha. For the strongest force on any atom, the calculation gives 0.84 eV/A. The SMILES is CCCCN(C(=O)c1cc(CC)c(C)s1)c1c(N)n(CC(C)C)c(=O)[nH]c1=O. As for the charge: 0. The value obtained for the frontier orbital gap is 8.69 eV. The energy above the lowest of the compared OMol25 structures with the same formula, charge and spin is 2.3 kcal per mole.

---

This record from the OMol25 dataset describes one molecule with the formula C20H30N4O4. The level of theory is the ωB97M-V functional and the def2-TZVPD basis.

Cartesian coordinates (Å):
1 C 1.778 7.860 -0.426
2 O 1.919 6.476 -0.191
3 C 2.040 5.669 -1.290
4 C 2.019 6.110 -2.606
5 C 2.171 5.202 -3.642
6 C 2.348 3.839 -3.413
7 N 2.452 2.953 -4.475
8 C 2.345 3.397 -2.077
9 C 2.518 1.944 -1.771
10 O 3.183 1.193 -2.475
11 N 1.902 1.497 -0.646
12 C 1.962 0.099 -0.262
13 C 0.968 -0.762 -1.036
14 C 0.926 -2.193 -0.542
15 O 2.227 -2.719 -0.642
16 C 0.209 -2.369 0.828
17 N -0.917 -2.941 0.096
18 C -2.158 -3.380 0.388
19 O -2.859 -3.898 -0.467
20 C -2.629 -3.124 1.826
21 N -1.637 -3.668 2.741
22 C -1.564 -5.116 2.614
23 C -1.797 -3.289 4.133
24 C -3.030 -1.625 1.931
25 C -4.470 -2.039 1.557
26 C -4.130 -3.487 1.965
27 C -0.219 -3.025 -1.179
28 C 2.202 4.315 -1.042
29 H 1.707 8.330 0.551
30 H 2.644 8.266 -0.958
31 H 0.871 8.080 -0.997
32 H 1.894 7.157 -2.843
33 H 2.154 5.562 -4.664
34 H 2.941 2.098 -4.249
35 H 2.731 3.372 -5.346
36 H 1.225 2.096 -0.208
37 H 2.972 -0.261 -0.441
38 H 1.772 0.039 0.812
39 H -0.038 -0.341 -0.949
40 H 1.242 -0.755 -2.093
41 H 2.220 -3.637 -0.353
42 H 0.700 -3.080 1.495
43 H -0.019 -1.459 1.387
44 H -0.727 -5.494 3.203
45 H -2.480 -5.619 2.961
46 H -1.404 -5.399 1.573
47 H -1.001 -3.759 4.711
48 H -1.700 -2.213 4.259
49 H -2.757 -3.609 4.568
50 H -2.982 -1.266 2.957
51 H -2.501 -0.925 1.283
52 H -5.276 -1.541 2.092
53 H -4.648 -1.968 0.486
54 H -4.497 -4.288 1.330
55 H -4.384 -3.680 3.008
56 H -0.746 -2.575 -2.020
57 H 0.075 -4.046 -1.441
58 H 2.253 3.994 -0.009

As for the LUMO energy: 0.5 eV. Its highest occupied orbital energy is -0.2797 Ha. For the strongest force on any atom, the calculation gives 0.06 eV/A. The SMILES is COc1ccc(N)c(C(=O)NCCC2(O)CN(C(=O)C3(N(C)C)CCC3)C2)c1. As for the charge: 0. The value obtained for the frontier orbital gap is 8.11 eV. The energy above the lowest of the compared OMol25 structures with the same formula, charge and spin is 64.1 kcal per mole.

---

This record from the OMol25 dataset describes an isolated ion of composition C20H30N5O3 and charge +1 in a non-equilibrium geometry. The level of theory is the ωB97M-V functional and the def2-TZVPD basis.

Cartesian coordinates (Å):
1 C -2.741 -2.724 4.459
2 C -1.828 -2.349 3.318
3 C -1.431 -0.899 3.282
4 C -1.375 -3.277 2.416
5 C -1.665 -3.218 0.928
6 C -0.386 -3.044 0.087
7 C -0.593 -2.772 -1.410
8 C -1.646 -1.684 -1.661
9 C 0.712 -2.503 -2.209
10 C 1.964 -2.201 -1.394
11 N 1.957 -0.878 -0.774
12 C 2.282 0.292 -1.298
13 N 2.239 1.426 -0.568
14 C 2.641 2.386 -1.377
15 C 2.803 3.844 -1.050
16 O 1.803 4.339 -0.221
17 C 1.868 4.041 1.132
18 C 0.785 4.479 1.878
19 C 0.755 4.268 3.244
20 C 1.807 3.618 3.878
21 C 2.890 3.183 3.132
22 C 2.919 3.395 1.759
23 N 2.911 1.899 -2.592
24 N 2.690 0.545 -2.568
25 C 2.891 -0.264 -3.786
26 O 3.436 0.557 -4.777
27 N 4.901 0.586 -4.604
28 O 5.340 1.527 -5.088
29 H -3.064 -3.756 4.377
30 H -3.588 -2.039 4.383
31 H -2.305 -2.546 5.449
32 H -0.892 -0.691 4.208
33 H -0.789 -0.660 2.436
34 H -2.291 -0.216 3.276
35 H -0.741 -4.089 2.775
36 H -2.371 -2.402 0.794
37 H -2.136 -4.181 0.732
38 H 0.234 -2.299 0.589
39 H 0.157 -3.993 0.167
40 H -1.030 -3.686 -1.820
41 H -2.619 -2.055 -1.342
42 H -1.750 -1.511 -2.733
43 H -1.430 -0.759 -1.122
44 H 0.935 -3.387 -2.812
45 H 0.508 -1.696 -2.917
46 H 2.116 -2.922 -0.596
47 H 2.837 -2.317 -2.037
48 H 1.661 -0.826 0.189
49 H 2.720 4.392 -1.992
50 H 3.817 4.039 -0.686
51 H -0.033 4.999 1.399
52 H -0.098 4.602 3.818
53 H 1.801 3.438 4.944
54 H 3.732 2.687 3.593
55 H 3.790 3.056 1.215
56 H 3.213 2.445 -3.384
57 H 3.609 -1.058 -3.584
58 H 1.949 -0.645 -4.168

As for the LUMO energy: -3.9 eV. Its highest occupied orbital energy is -0.3451 Ha. For the strongest force on any atom, the calculation gives 2.10 eV/A. The SMILES is CC(C)=CCC[C@@H](C)CCNc1nc(COc2ccccc2)[nH][n+]1CON=O. As for the charge: +1. The value obtained for the frontier orbital gap is 5.49 eV.

---

This record from the OMol25 dataset describes C20H30O15Ti as an isolated structure in a non-equilibrium geometry. The level of theory is the ωB97M-V functional and the def2-TZVPD basis.

Cartesian coordinates (Å):
1 Ti 2.546 -1.606 -0.382
2 C -4.154 4.463 0.754
3 C -4.142 3.031 1.338
4 C -4.945 1.996 0.615
5 O -4.000 1.033 0.220
6 C -2.807 1.369 0.745
7 O -1.869 0.598 0.861
8 O -2.864 2.613 1.107
9 H -5.179 4.827 0.676
10 H -3.842 4.458 -0.290
11 H -3.630 5.194 1.371
12 H -4.309 2.952 2.413
13 H -5.293 2.446 -0.314
14 H -5.754 1.627 1.247
15 C 2.037 6.672 -5.184
16 C 1.673 6.122 -3.726
17 C 0.193 5.855 -3.532
18 O 0.247 4.514 -3.099
19 C 1.394 3.945 -3.257
20 O 1.597 2.799 -2.990
21 O 2.247 4.818 -3.702
22 H 1.581 7.623 -5.461
23 H 1.609 6.031 -5.954
24 H 3.098 6.864 -5.346
25 H 2.074 6.750 -2.930
26 H -0.352 5.970 -4.469
27 H -0.174 6.592 -2.818
28 C -1.916 -6.623 -7.014
29 C -1.023 -6.671 -5.788
30 C 0.496 -6.566 -6.019
31 O 0.965 -5.621 -5.105
32 C -0.081 -5.146 -4.424
33 O 0.004 -4.253 -3.547
34 O -1.246 -5.577 -4.917
35 H -2.867 -6.184 -6.711
36 H -2.165 -7.568 -7.498
37 H -1.618 -5.923 -7.794
38 H -1.337 -7.471 -5.119
39 H 0.673 -6.302 -7.062
40 H 0.921 -7.545 -5.796
41 C 0.695 -7.270 6.485
42 C 1.966 -7.503 5.634
43 C 1.897 -8.437 4.475
44 O 2.124 -7.516 3.373
45 C 2.188 -6.237 3.758
46 O 2.261 -5.263 3.061
47 O 2.153 -6.199 5.061
48 H -0.176 -6.893 5.949
49 H 0.920 -6.558 7.279
50 H 0.426 -8.219 6.950
51 H 2.793 -7.820 6.269
52 H 0.934 -8.934 4.357
53 H 2.683 -9.186 4.381
54 C 1.376 5.636 5.607
55 C 1.039 5.156 4.178
56 C 1.663 5.993 3.041
57 O 2.268 5.006 2.171
58 C 2.467 3.832 2.827
59 O 3.101 2.853 2.396
60 O 1.709 3.875 3.949
61 H 2.457 5.743 5.699
62 H 0.999 4.985 6.395
63 H 0.873 6.582 5.812
64 H -0.025 5.036 3.979
65 H 2.436 6.666 3.412
66 H 0.986 6.566 2.407

As for the LUMO energy (alpha / beta): -4.7 / -3.4 eV. Its highest occupied orbital energy (alpha / beta) is -0.4044 / -0.4575 Ha. For the strongest force on any atom, the calculation gives 5.00 eV/A. As for the charge: +1. The expectation value of S² is 3.750. The value obtained for the frontier orbital gap (alpha / beta) is 6.31 / 9.09 eV. As for the multiplicity: 4. The energy above the lowest of the compared OMol25 structures with the same formula, charge and spin is 56.9 kcal per mole.

---

Q: Which value of charge does entry 2 give?
A: 0